Here is a 2-piece molecular cluster, C6H10NO overall from the OMol25 dataset. Energies are from ωB97M-V with the def2-TZVPD basis set.

Structure (XYZ):
```
18
Properties=species:S:1:pos:R:3:mulliken_charge:R:1
C 1.16 1.43 -1.85 -1.400
O -0.27 0.05 2.30 -0.428
C -1.66 -3.76 0.51 -0.052
C -0.73 1.39 -0.06 -0.471
C 0.69 1.37 -0.43 0.323
H 0.35 1.30 -2.55 0.353
H -1.49 1.48 -0.84 0.272
H 1.62 2.40 -2.03 0.388
H 1.92 0.67 -2.04 0.358
H 1.20 -1.08 1.28 0.526
N -0.02 0.12 -0.01 0.031
H 1.40 1.71 0.31 0.410
H -0.20 -0.55 -0.77 0.418
C -1.02 -2.76 0.63 -0.627
C 0.26 -0.55 1.23 -0.148
H -2.16 -4.66 0.29 0.407
H -1.04 1.78 0.90 0.244
H -0.01 -0.35 3.13 0.396
```

Computed properties:
* HOMO level (spin up / spin down): -0.4827 / -0.4762 hartree
* total charge: +1
* ΔE to the lowest compared entry with this formula, charge and spin: 629.90 kJ/mol
* frontier orbital gap (spin up / spin down): 8.000 / 7.385 eV
* spin multiplicity: 1
* LUMO energy (spin up / spin down): -5.13 / -5.57 eV

---

Here is a 2-piece molecular cluster, C9H9F3N2 overall from the OMol25 dataset. Energies are from ωB97M-V with the def2-TZVPD basis set.

Structure (XYZ):
```
23
Properties=species:S:1:pos:R:3:mulliken_charge:R:1
F -2.98 1.46 1.23 -0.276
C -1.08 -0.68 0.61 1.703
H 3.80 1.77 -1.13 0.323
H -2.07 -0.32 2.62 0.307
C -1.07 -0.56 2.12 -1.362
H 2.58 -0.05 -2.44 0.402
H -0.03 -1.07 -2.23 0.504
H -2.17 -3.87 -0.72 0.496
C 0.53 -0.54 -1.53 -0.913
F -1.61 1.86 -0.57 -0.254
H 3.74 1.03 0.47 0.344
N 2.00 0.79 -0.56 0.492
H -0.78 -1.55 2.42 0.427
C -1.66 -1.83 0.06 -1.335
C -2.35 0.95 0.10 0.782
C 3.19 1.52 -0.28 -0.862
C 1.79 0.08 -1.70 -0.429
F -3.32 0.62 -0.77 -0.288
H -0.57 0.40 2.43 0.337
N 1.05 0.53 0.37 -0.736
H 2.95 2.58 0.14 0.272
C -2.06 -2.86 -0.42 0.085
C 0.14 -0.28 -0.20 -0.020
```

Computed properties:
* HOMO level: -0.3310 hartree
* ΔE to the lowest compared entry with this formula, charge and spin: 274.86 kJ/mol
* frontier orbital gap: 9.345 eV
* spin multiplicity: 1
* LUMO energy: 0.34 eV

---

Here is a 2-piece molecular cluster, C4H11N2O overall from the OMol25 dataset. Energies are from ωB97M-V with the def2-TZVPD basis set.

Structure (XYZ):
```
18
Properties=species:S:1:pos:R:3:mulliken_charge:R:1
H -2.76 -0.38 0.32 0.228
H 0.68 -0.92 -0.66 0.205
H 2.92 2.01 0.73 0.383
O 0.21 1.15 -0.98 -0.807
H -0.98 -1.22 1.74 0.177
H 1.18 1.97 1.34 0.254
H 1.58 2.68 -1.19 0.318
C -2.70 -1.10 -0.53 -0.749
H -3.22 -2.03 -0.20 0.309
H 0.59 -1.73 1.58 0.253
C -0.28 -1.35 -0.26 0.330
H 2.05 0.47 0.84 0.050
C 1.90 1.56 0.63 -0.731
H 2.25 1.06 -1.30 0.204
N -1.37 -1.48 -0.97 -0.549
H -3.23 -0.66 -1.41 0.229
C 1.47 1.63 -0.79 -0.593
N -0.31 -1.65 1.10 -0.511
```

Computed properties:
* HOMO level: -0.0908 hartree
* total charge: -1
* ΔE to the lowest compared entry with this formula, charge and spin: 247.73 kJ/mol
* frontier orbital gap: 6.560 eV
* spin multiplicity: 1
* LUMO energy: 4.09 eV

---

Here is a 13-piece molecular cluster, C62H65N13 overall from the OMol25 dataset. Energies are from ωB97M-V with the def2-TZVPD basis set.

Structure (XYZ):
```
140
Properties=species:S:1:pos:R:3:mulliken_charge:R:1
C 2.55 -2.90 3.43 -0.324
H 4.71 -0.93 -0.05 0.580
C -0.27 0.19 -5.46 -0.645
H 4.11 4.58 3.48 0.415
C 2.58 3.39 2.55 -0.739
H 1.30 -4.02 -0.06 0.426
H 4.20 -4.56 -4.05 0.410
N -4.32 -3.22 3.50 -0.721
C 3.70 5.19 1.47 -0.734
H -3.40 -5.29 -3.22 0.413
C 3.49 3.79 -3.50 -0.474
C -3.30 -2.40 3.83 -0.465
H 2.54 2.66 3.34 0.509
C 3.14 1.46 -3.68 -0.237
H -2.74 -4.97 1.07 0.410
N -5.34 0.93 2.91 -0.612
C 1.89 3.16 1.33 -0.457
H 0.13 -2.75 -3.13 0.739
N -0.65 0.68 -0.37 1.000
H 3.22 5.45 -0.62 0.259
H 1.51 3.07 5.54 0.368
C -1.49 -4.19 -3.46 -1.070
C -3.86 2.55 -0.70 -0.472
C -1.90 -3.40 2.17 -0.261
H -3.58 2.84 0.30 0.650
H 6.01 -0.68 2.15 0.423
H -1.72 7.41 -2.80 0.373
H -2.31 2.40 2.94 0.562
H 3.77 4.66 -2.92 0.275
H 3.88 2.41 -1.85 0.459
C 1.62 0.22 -0.19 -0.640
C 2.43 -4.04 2.60 0.164
H -1.52 -1.63 -5.05 0.426
H 0.93 2.49 7.89 0.348
N 2.54 2.91 -5.54 -0.594
C -2.94 -4.21 1.82 -0.568
N 0.08 1.68 4.73 0.048
C 3.23 -5.63 -2.42 -0.530
H 1.18 2.35 1.42 0.713
H -1.17 -0.23 1.57 0.221
C 0.95 -0.40 0.89 0.356
N 3.19 -3.24 -2.82 -0.454
N -3.20 1.45 -1.22 -0.315
H -1.15 1.07 -8.39 0.437
H -3.19 3.40 5.10 0.388
C 5.84 -1.64 1.69 -0.911
C -1.22 -0.80 -5.67 -0.072
H -5.62 3.83 -0.83 0.397
N -2.45 5.52 -3.32 -0.651
H 3.12 -4.09 1.76 0.164
C -3.29 2.20 3.34 -0.116
C 2.97 4.96 0.31 -0.082
C 5.00 -3.14 0.14 -1.076
H -1.08 -4.63 -4.36 0.455
C -3.83 2.79 4.48 -0.669
C -0.41 -0.06 0.82 -1.020
H -4.95 -4.74 2.26 0.401
H 2.69 0.21 -0.25 0.312
C 0.52 -4.75 3.87 -0.393
C 0.59 0.76 -1.03 0.062
C 5.07 -1.77 0.52 0.317
C 0.77 2.31 5.71 -0.141
H -2.81 -2.59 -0.16 0.989
H -1.30 -1.74 3.44 0.406
H 3.22 -2.07 3.28 0.454
C -2.74 -4.49 -2.90 -0.439
H -3.68 0.94 1.60 0.769
C 3.47 2.56 -2.84 0.112
N 0.63 -3.68 4.72 -0.753
H -3.53 -1.63 4.56 0.436
H 0.25 0.42 -4.54 0.708
H 4.43 5.98 1.41 0.368
C 2.75 1.72 -5.00 -0.594
H -2.17 0.05 6.65 0.444
C -2.18 4.21 -3.39 -0.598
H 3.21 0.43 -3.36 0.569
H -1.57 1.00 -0.63 0.027
H -0.69 -1.87 -1.03 0.146
C -1.11 0.58 -7.43 -0.654
C -4.07 1.30 2.54 -0.437
H 2.74 0.90 -5.71 0.542
H 0.58 6.55 -2.12 0.385
C 2.39 -5.49 -1.28 -0.777
C -3.69 0.95 -2.41 -0.337
H 0.71 1.31 -1.95 -0.217
N -3.27 -4.00 -1.72 -0.722
C 3.52 4.42 2.59 -0.420
H -6.77 1.18 4.38 0.417
C -5.01 3.05 -1.25 -0.880
C -5.04 2.34 4.89 -0.227
H -1.43 0.33 4.22 0.592
C 3.54 -4.52 -3.20 -0.637
H 5.64 -4.77 1.28 0.309
C -1.27 -2.60 -1.57 0.834
H 1.26 -5.84 2.22 0.406
C -1.30 0.62 6.37 -0.813
C -5.75 1.40 4.12 -0.453
H -5.41 2.58 5.88 0.377
H 4.57 -3.67 -0.69 0.631
H 2.78 4.93 -5.29 0.415
H 0.28 1.92 -6.65 0.232
H -3.24 0.08 -2.86 0.415
C -1.44 6.37 -2.91 -0.424
C -0.76 -3.21 -2.72 -0.530
C -0.18 5.87 -2.47 -0.792
H -0.24 -5.50 4.02 0.399
C 2.38 -3.10 -1.72 -0.594
C -2.50 -3.09 -1.07 -0.817
C -2.06 -2.49 3.26 -0.358
C -0.96 3.60 -3.13 -0.045
N 2.01 3.97 0.24 0.109
H -1.03 1.19 8.35 0.367
C -5.43 2.62 -2.54 -0.209
N -0.26 1.09 -6.49 0.227
C 0.41 2.09 7.04 -0.637
H -0.75 2.55 -3.18 0.337
H 0.99 4.00 -2.43 0.600
C 2.94 3.96 -4.83 -0.433
H 3.50 -6.62 -2.77 0.412
H -2.93 3.50 -3.71 0.565
C -4.74 1.55 -3.13 -0.787
H 2.09 -6.34 -0.69 0.433
C 1.42 -4.97 2.82 -0.534
C -4.13 -4.06 2.47 -0.461
C 1.62 -2.73 4.48 -0.653
H -2.49 -1.21 -7.43 0.424
H 6.63 -3.29 3.04 0.369
N 5.61 -3.77 1.18 0.061
C 0.05 4.47 -2.67 0.228
H -5.10 1.18 -4.08 0.468
H -0.94 -3.44 1.69 1.027
H -6.36 2.95 -2.97 0.398
C 1.95 -4.20 -0.90 0.397
H 2.16 -2.09 -1.42 0.638
C 6.16 -2.93 2.14 -0.612
C -0.64 1.29 7.35 -0.432
C -0.87 0.77 5.04 -0.086
H 1.82 -1.90 5.15 0.408
C -1.79 -0.58 -6.92 -1.029
H 1.40 -0.89 1.75 0.500
```

Computed properties:
* HOMO level (spin up / spin down): -0.0038 / -0.1757 hartree
* total charge: -1
* frontier orbital gap (spin up / spin down): 2.133 / 6.809 eV
* spin multiplicity: 2
* LUMO energy (spin up / spin down): 2.03 / 2.03 eV

---

Here is C10H19Br2F3N2O as an isolated structure from the OMol25 dataset. Energies are from ωB97M-V with the def2-TZVPD basis set.

Structure (XYZ):
```
37
Properties=species:S:1:pos:R:3:mulliken_charge:R:1
H -0.67 -1.15 -2.75 0.297
H -1.36 -3.03 1.27 0.286
F -2.35 0.89 2.13 -0.303
O -1.58 -2.10 -0.56 -0.446
C 0.15 -0.52 -0.96 -0.385
H 5.63 -0.03 0.72 0.361
C 2.46 -0.23 -0.31 -0.799
H 2.86 -0.47 -1.30 0.270
C -2.14 -2.72 0.57 -0.714
H 3.06 -0.64 1.69 0.363
H 1.37 -1.93 -0.30 0.408
C -1.23 -0.72 -0.33 -0.073
C 4.66 0.45 0.70 -1.206
N 0.23 -1.19 -2.28 -0.730
H -2.86 -2.08 1.08 0.280
H 4.60 1.05 -0.20 0.360
H -4.00 0.85 0.14 0.558
F -0.80 2.73 -0.41 -0.246
H 0.26 0.56 -1.11 0.355
Br -3.53 3.28 1.68 -0.104
H 4.58 1.10 1.56 0.278
F -0.02 1.39 1.17 -0.112
C -2.38 1.79 1.10 0.551
H -1.16 -0.60 0.74 0.844
H -3.06 -0.52 -1.35 0.418
H -2.66 -3.62 0.25 0.276
Br -0.51 3.90 2.01 -0.094
C -3.03 1.23 -0.15 -1.134
H 0.84 -0.63 -2.85 0.269
N 1.21 -0.95 -0.09 -0.167
H -1.88 0.62 -1.88 0.426
H 3.94 -1.56 0.46 0.280
H -3.24 2.09 -0.78 0.413
C -2.30 0.16 -0.99 -1.338
H 2.28 0.84 -0.25 0.368
C 3.53 -0.59 0.71 -0.282
C -0.93 2.35 0.88 0.472
```

Computed properties:
* HOMO level: -0.3241 hartree
* frontier orbital gap: 9.002 eV
* spin multiplicity: 1
* LUMO energy: 0.18 eV

---

Here is C40H50BCl2F6N9O2PReS2Se as an isolated structure from the OMol25 dataset. Energies are from ωB97M-V with the def2-TZVPD basis set.

Structure (XYZ):
```
115
Properties=species:S:1:pos:R:3:mulliken_charge:R:1
C 1.71 2.17 3.41 -1.002
H -0.39 -4.51 5.94 0.479
C 0.93 -4.79 4.26 -1.010
C 1.11 1.63 4.53 -1.016
H 1.67 -6.64 0.44 0.223
C 1.15 0.26 4.75 -0.932
H -0.46 -2.50 -5.24 0.349
F 3.03 4.21 -2.01 -0.395
C -1.20 6.45 -1.77 -0.389
H -2.67 4.57 0.82 -0.044
H 1.70 3.25 3.28 0.704
N 0.04 -3.64 0.84 1.323
C 1.82 -0.55 3.84 -0.543
N -1.35 5.55 -0.76 0.294
Se -1.76 -2.38 -1.00 -0.149
S 0.10 4.49 1.28 -0.185
C 4.18 -2.42 -1.27 -0.748
Cl 5.51 -2.46 1.05 -0.230
N -1.81 -2.97 1.79 0.506
F 3.24 2.98 -3.95 -0.306
H -2.13 1.40 4.49 0.398
H 1.99 -4.05 0.29 0.659
H -2.07 -1.78 -5.45 0.372
H -3.03 -0.90 4.27 0.274
Re 0.25 1.84 -1.06 1.589
O 2.96 4.36 0.85 -0.428
N -3.73 1.90 -2.07 0.263
H 0.62 2.28 5.25 0.512
C 2.08 -1.35 -1.60 -2.975
C -1.19 -1.82 -4.81 -0.730
P 2.08 3.50 -3.05 1.579
H -2.01 6.69 -2.43 0.560
C 2.37 1.37 2.48 1.068
H 2.15 7.82 -0.37 0.416
F 2.22 2.08 -2.02 -0.615
C -4.26 4.03 -2.18 -0.558
C 0.36 -7.79 -0.82 -1.515
S -1.83 1.83 -0.08 -0.734
H -3.09 0.18 -3.09 0.255
H 1.68 -5.29 4.86 0.452
C -2.57 1.07 3.55 -1.271
H -1.47 -2.17 -3.82 0.036
H -3.59 -2.94 2.83 0.509
N -0.60 -0.48 -4.73 0.242
H 2.76 6.19 -0.75 0.292
C -1.03 -3.54 2.79 0.381
C 3.12 -2.09 -2.11 -0.261
C -1.15 -3.04 0.62 -0.355
H 1.08 -7.95 -1.62 0.357
H 3.98 -1.32 2.41 0.265
H -3.61 1.43 3.53 0.429
H 0.60 -0.49 -6.45 0.308
O 1.02 3.18 0.61 0.977
H -0.99 0.29 -6.65 0.323
H 3.11 -2.43 -3.13 0.557
C 2.02 6.76 -0.20 -1.019
H -2.04 1.56 2.73 -0.026
Cl 0.66 -0.05 0.29 1.398
H -3.45 -0.06 -1.37 -0.078
C -2.52 -0.44 3.42 0.283
C -2.94 2.57 -1.21 -0.476
N 0.68 6.40 -0.64 0.235
H -3.53 5.91 -0.40 -0.133
H -0.31 -5.18 -1.38 0.264
C 0.15 -3.97 2.19 0.518
C 3.06 1.99 1.29 0.190
N -3.25 3.87 -1.26 0.783
F 0.75 3.81 -1.93 -0.561
F 1.77 4.84 -3.80 -0.350
H 1.88 -1.62 4.00 0.543
C -4.56 2.81 -2.69 -0.687
H -2.69 -0.47 1.26 -0.718
C -0.25 -4.35 4.88 -0.878
C 2.11 -0.91 -0.28 2.276
H 0.55 7.71 -2.31 0.553
H 2.05 -4.97 2.44 0.444
N 3.23 -0.86 1.92 0.291
H -3.73 -2.74 1.08 0.489
N -0.27 0.76 -2.64 -0.359
C 3.14 -1.22 0.61 -0.778
H 1.40 -5.41 -1.72 0.559
H 0.31 1.12 -5.76 0.231
C 2.43 0.00 2.72 -0.235
C 1.01 -3.99 -0.19 -0.882
B -2.76 5.00 -0.29 -0.185
C 0.69 -6.53 -0.03 0.089
H -4.77 0.17 -2.54 0.438
C -3.76 0.46 -2.28 -0.567
H -5.29 2.51 -3.42 0.574
H -4.69 4.99 -2.38 0.522
C 1.15 -4.61 2.91 -0.197
H 3.06 1.34 0.41 -0.133
C 2.45 3.30 0.90 -0.799
H -0.64 -7.72 -1.27 0.331
H 0.37 -8.67 -0.18 0.418
F 0.99 2.70 -3.90 -0.392
H -2.16 -3.39 4.63 0.410
C 0.68 -5.29 -0.91 -0.875
H -4.22 -0.62 2.11 0.595
C 4.18 -2.00 0.04 0.192
C -0.19 5.52 -0.08 -0.220
C -3.15 -2.44 1.96 -1.881
H 4.11 2.21 1.51 0.818
C -3.18 -0.93 2.13 0.856
H 5.00 -3.02 -1.63 0.505
C -1.25 -3.72 4.15 -0.693
C 0.06 6.97 -1.70 -0.651
H 1.22 -1.12 -2.21 0.292
H -0.03 -6.41 0.79 0.169
H 1.04 -3.16 -0.91 -0.598
H 2.12 6.55 0.86 0.397
C -0.42 0.14 -3.61 0.679
H -1.48 -0.78 3.46 -0.129
H 0.69 -0.18 5.62 0.425
C -0.14 0.16 -5.98 -0.825
```

Computed properties:
* HOMO level (spin up / spin down): -0.4353 / -0.4354 hartree
* total charge: +2
* ΔE to the lowest compared entry with this formula, charge and spin: 185.58 kJ/mol
* frontier orbital gap (spin up / spin down): 6.211 / 5.378 eV
* spin multiplicity: 3
* LUMO energy (spin up / spin down): -5.63 / -6.47 eV

---

no.,total energy (hartree)
1,-364.1073
2,-757.2980
3,-343.6768
4,-3113.1711
5,-6024.7657
6,-7359.2131